[1]
Density functional theory data (ωB97M-V/def2-TZVPD) for a molecular structure, C17H39BeCl5F3GaKN3NaO9PS2 in a non-equilibrium geometry.

Positions of all 83 atoms, in Å:
1 C -3.829 0.318 3.075
2 O -3.293 -0.950 2.750
3 C -1.865 -1.008 2.931
4 Ga -0.757 0.201 1.651
5 C -1.574 -0.030 -0.225
6 C -1.164 -1.487 -0.705
7 C -2.341 -2.283 -1.350
8 S -3.489 -2.904 -0.050
9 C -0.792 2.120 2.377
10 C -0.202 2.049 3.828
11 C 0.146 3.448 4.436
12 C 1.701 3.622 4.503
13 O 2.249 3.036 5.706
14 P 1.454 -0.609 1.607
15 N 2.363 0.250 0.602
16 H -4.281 0.751 2.154
17 H -4.682 0.184 3.787
18 H -3.116 1.003 3.571
19 H -1.531 -0.774 3.973
20 H -1.575 -2.057 2.682
21 H -1.184 0.669 -1.040
22 H -2.690 0.002 -0.216
23 H -0.264 -1.438 -1.362
24 H -0.839 -2.062 0.194
25 H -2.853 -1.654 -2.101
26 H -1.970 -3.190 -1.880
27 H -2.679 -3.198 1.011
28 H -1.823 2.530 2.397
29 H -0.137 2.773 1.760
30 H -0.875 1.444 4.474
31 H 0.738 1.448 3.733
32 H -0.294 4.287 3.863
33 H -0.209 3.453 5.506
34 H 1.962 4.698 4.446
35 H 2.126 3.048 3.655
36 H 1.549 2.907 6.349
37 H 1.945 -0.563 2.965
38 H 1.383 -1.980 1.163
39 H 1.797 0.997 0.198
40 Be -0.050 1.798 -1.675
41 O 2.310 -0.283 -4.566
42 S 3.268 0.043 -5.593
43 O 4.248 -0.896 -6.035
44 O 3.967 1.402 -5.234
45 C 4.605 1.541 -3.926
46 C 5.948 0.836 -3.885
47 C 2.383 0.635 -7.019
48 H 3.934 1.191 -3.129
49 H 4.746 2.607 -3.767
50 H 5.828 -0.248 -3.946
51 H 6.467 1.066 -2.954
52 H 6.577 1.139 -4.727
53 H 1.662 1.390 -6.696
54 H 1.866 -0.214 -7.470
55 H 3.092 1.054 -7.727
56 C -5.515 -5.324 2.191
57 C -6.924 -4.840 2.004
58 O -7.676 -6.041 2.033
59 C -6.974 -6.906 2.823
60 O -7.421 -7.900 3.284
61 O -5.700 -6.477 3.018
62 F -7.089 -4.251 0.796
63 H -5.046 -5.622 1.251
64 H -4.881 -4.588 2.681
65 H -7.279 -4.167 2.789
66 C 5.589 -4.634 -6.092
67 Cl 6.014 -5.992 -5.041
68 Cl 5.697 -5.142 -7.787
69 Cl 3.936 -4.107 -5.739
70 Cl 6.707 -3.293 -5.806
71 F 3.568 -7.273 -5.334
72 K 0.295 -0.417 -6.242
73 F 2.768 1.998 -1.931
74 C -0.391 6.878 1.504
75 O -0.052 5.834 0.989
76 N 0.190 7.360 2.649
77 N -1.382 7.666 0.988
78 H -0.074 8.220 3.091
79 H 0.922 6.809 3.056
80 H -1.829 7.345 0.149
81 H -1.677 8.532 1.397
82 Na 1.838 1.588 7.207
83 Cl 2.426 -7.367 -3.999

Calculated values
* spin multiplicity: 1
* frontier orbital gap: 1.90 eV
* largest force on an atom: 3.4 eV Å⁻¹

***

[2]
Density functional theory data (ωB97M-V/def2-TZVPD) for a gas-phase ion, C17H39FNO8P2S (charge -1) in a non-equilibrium geometry.

Positions of all 69 atoms, in Å:
1 C 0.317 -3.514 2.044
2 C 0.834 -2.472 3.245
3 O -0.156 -1.385 3.281
4 C 0.468 -0.055 3.328
5 C -0.481 1.189 2.854
6 C -1.910 0.779 2.175
7 C -1.874 0.764 0.498
8 C -1.681 -0.773 0.071
9 P -1.547 -1.206 -1.786
10 N -0.299 -2.395 -1.276
11 C -0.284 0.170 -2.180
12 C 1.263 -0.070 -1.753
13 C 1.656 -0.046 -0.185
14 P 3.194 1.123 0.077
15 O 3.819 0.705 1.469
16 O 4.302 1.111 -1.265
17 C 5.120 -0.120 -1.296
18 C 4.610 -0.970 -2.636
19 O 2.495 2.756 0.133
20 C 2.674 3.343 1.471
21 C 1.792 4.740 1.546
22 C -3.081 -0.115 -2.159
23 O -4.215 -0.500 -1.246
24 C -5.209 0.582 -1.173
25 C -5.899 0.824 0.331
26 O -5.567 1.350 -2.240
27 S -1.660 -1.911 -3.810
28 O -0.524 -2.785 -4.341
29 O -2.967 -2.793 -3.943
30 F -1.877 -0.684 -5.027
31 H 0.623 -4.619 2.289
32 H 0.768 -3.095 1.044
33 H -0.867 -3.438 1.921
34 H 0.742 -3.050 4.281
35 H 1.933 -2.135 3.025
36 H 1.518 -0.011 2.765
37 H 0.736 0.145 4.475
38 H 0.160 1.816 2.066
39 H -0.624 1.927 3.777
40 H -2.387 -0.226 2.601
41 H -2.684 1.630 2.495
42 H -0.974 1.502 0.232
43 H -2.865 1.303 0.192
44 H -0.721 -1.196 0.641
45 H -2.578 -1.391 0.563
46 H -2.512 -2.279 -1.484
47 H -0.780 -3.252 -0.901
48 H 0.371 -2.664 -1.997
49 H -0.647 1.274 -1.905
50 H -0.226 0.222 -3.375
51 H 1.872 0.831 -2.255
52 H 1.778 -1.036 -2.232
53 H 2.065 -1.129 0.103
54 H 0.857 0.340 0.567
55 H 6.242 0.232 -1.426
56 H 5.057 -0.763 -0.315
57 H 3.896 -0.255 -3.251
58 H 5.551 -1.158 -3.307
59 H 4.056 -1.965 -2.309
60 H 2.269 2.650 2.324
61 H 3.832 3.587 1.582
62 H 2.445 5.638 1.135
63 H 0.764 4.660 0.978
64 H 1.517 4.898 2.693
65 H -2.861 1.056 -2.088
66 H -3.559 -0.272 -3.222
67 H -6.095 -0.252 0.796
68 H -5.117 1.350 1.049
69 H -6.865 1.481 0.270

Calculated values
* spin multiplicity: 1
* frontier orbital gap: 7.86 eV
* net charge: -1
* largest force on an atom: 10.7 eV Å⁻¹

***

[3]
Density functional theory data (ωB97M-V/def2-TZVPD) for 8 unconnected molecules or ions with the total composition C17H39FO12S in a non-equilibrium geometry.

Positions of all 70 atoms, in Å:
1 C 1.187 6.468 -1.371
2 C 0.539 5.411 -0.362
3 C -0.839 4.748 -0.590
4 C -1.409 3.686 0.403
5 C -0.615 3.234 1.683
6 C -1.129 2.122 2.703
7 C -1.125 0.605 2.065
8 C -2.617 0.497 1.500
9 C -2.855 -0.645 0.396
10 C -4.224 -0.449 -0.453
11 F -3.893 -0.154 -1.826
12 O 0.002 0.720 1.116
13 S 1.413 0.281 1.897
14 O 2.325 -0.659 1.133
15 O 2.356 1.343 2.379
16 O 0.836 -0.355 3.380
17 C -0.587 -0.468 3.121
18 C -0.856 -2.034 2.898
19 C -0.423 -2.608 1.459
20 C 0.924 -3.480 1.454
21 C 1.469 -3.452 -0.080
22 O 2.882 -3.811 -0.173
23 C 0.756 3.976 1.888
24 C 1.327 5.027 0.914
25 H 2.246 6.102 -1.657
26 H 0.515 6.495 -2.296
27 H 1.247 7.472 -0.842
28 H -1.447 5.041 -1.501
29 H -2.429 3.256 0.146
30 H -0.470 2.088 3.636
31 H -2.196 2.375 3.068
32 H -3.038 1.470 1.076
33 H -3.301 0.228 2.395
34 H -1.946 -0.848 -0.277
35 H -3.016 -1.631 0.981
36 H -4.810 -1.445 -0.463
37 H -4.899 0.334 0.030
38 H -1.239 -0.244 4.050
39 H -0.200 -2.585 3.676
40 H -1.935 -2.343 3.122
41 H -0.290 -1.787 0.663
42 H -1.290 -3.267 1.090
43 H 0.627 -4.582 1.637
44 H 1.727 -3.109 2.170
45 H 0.807 -4.095 -0.776
46 H 1.399 -2.384 -0.522
47 H 3.427 -3.004 0.005
48 H 1.364 3.683 2.802
49 H 2.353 5.498 1.135
50 O 1.133 -6.829 -0.122
51 H 1.784 -6.229 -0.509
52 H 1.580 -7.188 0.655
53 O -0.422 8.937 -0.554
54 H -0.758 9.836 -0.656
55 H -1.149 8.461 -0.131
56 O 4.977 -5.251 -2.246
57 H 5.761 -4.687 -2.280
58 H 4.320 -4.711 -1.786
59 O 5.975 -3.664 -4.472
60 H 5.454 -4.464 -4.323
61 H 5.625 -3.307 -5.297
62 O -1.153 5.591 -3.630
63 H -2.032 5.257 -3.849
64 H -0.628 5.399 -4.417
65 O -6.178 -2.851 -0.433
66 H -6.693 -3.654 -0.284
67 H -6.535 -2.492 -1.255
68 O 3.392 -6.829 -4.805
69 H 4.056 -6.574 -4.150
70 H 2.845 -7.476 -4.343

Calculated values
* spin multiplicity: 1
* frontier orbital gap: 8.42 eV
* SMILES: Cc1ccc(C[C@@]2(CCCF)OS(=O)(=O)O[C@@H]2CCCCO)cc1.O.O.O.O.O.O.O
* energy relative to the best compared isomer or geometry (same formula, charge and spin): 162.6 kcal/mol
* largest force on an atom: 7.1 eV Å⁻¹

***

[4]
Density functional theory data (ωB97M-V/def2-TZVPD) for a molecular structure, C17H40AlN3O3 in a non-equilibrium geometry.

Positions of all 64 atoms, in Å:
1 Al 0.613 0.712 0.613
2 C -1.570 -0.238 -3.139
3 C -2.372 -0.383 -1.637
4 C -3.371 -1.527 -1.825
5 C -2.829 -3.082 -2.047
6 C -1.737 -3.277 -0.987
7 C -1.448 -2.281 0.297
8 N -1.347 -0.824 -0.592
9 O -1.024 0.263 0.531
10 C -0.152 -2.674 1.046
11 C -2.780 -2.523 1.310
12 C -3.166 0.928 -1.296
13 H -0.492 -0.010 -3.349
14 H -2.270 0.128 -3.887
15 H -1.569 -1.332 -3.572
16 H -3.988 -1.312 -2.724
17 H -4.076 -1.544 -0.967
18 H -2.352 -3.372 -3.056
19 H -3.730 -3.698 -1.933
20 H -0.792 -3.475 -1.572
21 H -1.785 -4.222 -0.317
22 H -0.430 -3.573 1.562
23 H -0.032 -1.814 1.643
24 H 0.713 -2.837 0.417
25 H -2.818 -1.607 1.871
26 H -2.562 -3.350 1.900
27 H -3.523 -2.819 0.556
28 H -3.626 1.111 -2.333
29 H -2.559 1.771 -1.007
30 H -3.886 0.805 -0.479
31 C 3.105 0.770 -2.700
32 C 2.350 1.323 -1.524
33 C 1.604 2.514 -1.728
34 O 1.094 2.843 -0.399
35 C 0.855 4.314 -0.379
36 N 1.569 0.143 -0.978
37 H 4.197 0.633 -2.559
38 H 3.037 1.615 -3.357
39 H 2.643 -0.113 -3.229
40 H 3.029 1.594 -0.704
41 H 0.900 2.384 -2.545
42 H 2.189 3.335 -2.046
43 H 1.824 4.844 -0.453
44 H 0.109 4.658 0.353
45 H 0.400 4.531 -1.358
46 H 2.267 -0.611 -0.937
47 H 1.100 -0.334 -1.714
48 C 0.985 1.911 4.612
49 C 1.573 1.660 3.362
50 C 1.970 0.086 3.327
51 O 2.071 -0.125 1.846
52 C 2.995 -1.225 1.392
53 N 0.493 1.705 2.316
54 H 1.641 1.557 5.440
55 H -0.044 1.666 4.594
56 H 0.833 3.073 4.747
57 H 2.433 2.321 3.214
58 H 1.255 -0.775 3.695
59 H 2.826 -0.042 3.917
60 H 2.942 -1.199 0.306
61 H 2.658 -2.203 1.745
62 H 4.023 -1.115 1.688
63 H -0.454 1.512 2.761
64 H 0.489 2.805 2.267

Calculated values
* spin multiplicity: 1
* frontier orbital gap: 8.48 eV
* net charge: +2
* largest force on an atom: 5.9 eV Å⁻¹

***

Respective energy values: -216388.2956, -68253.2107, -56375.9382, -35468.6818 eV.